ORCA calculation (ωB97M-V with the def2-TZVPD basis set) on a structure of composition C23H43N4O13Y in a non-equilibrium geometry.

Summary:
Gap between HOMO and LUMO = 5.881 eV
E_HOMO = -12.60 eV

```
! wB97M-V def2-TZVPD RIJCOSX def2/J DEFGRID3
* xyz 2 1
Y -26.4387 -14.6739 0.8153
O -27.7380 -13.0475 4.3744
C -27.3561 -13.6579 3.2699
O -27.8378 -14.7912 2.9437
O -26.5500 -13.0822 2.4348
H -27.4693 -12.0928 4.3360
C -23.4708 -11.8550 9.3057
O -23.1795 -11.2059 8.1060
C -23.5151 -11.9311 6.9370
C -23.0703 -11.1545 5.6974
O -21.7307 -11.2273 5.3781
C -20.8634 -10.5104 6.2652
H -22.8936 -11.3770 10.0913
H -23.2354 -12.9256 9.3018
H -24.5388 -11.7576 9.5402
H -24.5961 -12.1741 6.9030
H -23.0223 -12.9323 6.9258
H -23.4347 -10.1488 5.9518
H -23.6638 -11.5157 4.8629
H -19.8975 -10.4756 5.7581
H -20.7363 -11.0782 7.1828
H -21.1913 -9.4783 6.3870
C -28.1341 -9.2523 4.8130
O -27.8258 -10.2366 4.0987
N -29.2278 -9.1524 5.5658
C -29.4358 -7.9510 6.3980
C -30.2900 -10.1412 5.5386
H -27.4462 -8.4148 4.9902
H -28.7829 -8.0163 7.2669
H -30.4728 -7.8486 6.6985
H -29.2311 -7.0453 5.8249
H -31.2085 -9.7484 5.1063
H -29.9143 -11.0201 5.0260
H -30.5132 -10.4126 6.5742
C -24.5045 -15.9980 3.4259
O -25.1770 -15.5760 2.4480
N -24.8634 -16.9874 4.2065
C -23.9614 -17.5249 5.2197
C -26.0971 -17.7159 4.0010
H -23.5468 -15.5691 3.7334
H -23.4447 -18.4204 4.8781
H -24.5407 -17.7152 6.1188
H -23.1862 -16.8097 5.4996
H -26.8738 -17.1206 3.5425
H -25.9203 -18.6660 3.4760
H -26.4460 -18.1172 4.9569
C -23.0496 -13.6247 0.5266
O -24.2837 -13.8443 0.4592
N -22.4047 -12.9875 1.4583
C -20.9214 -12.9158 1.4283
C -23.0425 -12.2920 2.5510
H -22.3559 -14.0212 -0.2167
H -20.5017 -13.6576 2.0971
H -20.6696 -11.9162 1.7791
H -20.5535 -12.9470 0.4066
H -23.1506 -12.8646 3.4668
H -22.5691 -11.3266 2.6893
H -24.0771 -12.0835 2.2691
C -26.6587 -11.5669 -1.1375
O -26.5473 -12.5424 -0.3435
N -27.0734 -10.3843 -0.7711
C -26.6048 -9.1970 -1.5020
C -27.6483 -10.1577 0.5698
H -26.4232 -11.5668 -2.2074
H -27.3697 -8.4231 -1.4865
H -26.2370 -9.3695 -2.5075
H -25.7652 -8.7797 -0.9281
H -27.3307 -10.9053 1.2923
H -27.2399 -9.2209 0.9616
H -28.7283 -10.0340 0.5136
C -30.7690 -13.6770 6.0435
C -30.1367 -13.0805 7.0540
C -30.8267 -12.7584 8.3595
O -30.1917 -12.4415 9.3105
C -32.2595 -13.0164 8.3590
C -32.8968 -13.5538 7.3339
C -32.1870 -14.0276 6.1111
O -32.7459 -14.6392 5.2608
O -34.1743 -13.8099 7.4277
O -28.8503 -12.7436 7.0217
H -30.2326 -14.0181 5.1629
H -32.8857 -12.7654 9.2079
H -34.4834 -14.2321 6.6066
H -28.4264 -13.1377 6.2435
*
```

Mulliken population analysis, charges in e, atoms 1 to 6:
1 Y 1.77
2 O -0.13
3 C 0.59
4 O -0.85
5 O -0.37
6 H 0.18

ORCA calculation (ωB97M-V with the def2-TZVPD basis set) on a cluster of 11 separate species, C23H43N5O30S6 in total in a non-equilibrium geometry.

Summary:
Energy above the lowest of the compared OMol25 structures with the same formula, charge and spin = 5.442 eV
Gap between HOMO and LUMO = 7.615 eV
E_HOMO = -7.96 eV
SMILES = C[N+](=O)[O-].C[N+](=O)[O-].C[N+](=O)[O-].O=S1(=O)OCCO1.O=S1(=O)OCCO1.O=S1(=O)OCCO1.O=S1(=O)OCCO1.O=S1(=O)OCCO1.O=S1(=O)OCCO1.c1cc[nH]c1.c1cc[nH]c1

```
! wB97M-V def2-TZVPD RIJCOSX def2/J DEFGRID3
* xyz 0 1
C 8.1789 2.9307 2.0466
N 7.1793 2.1868 2.8815
O 7.2175 2.2461 4.1145
O 6.4359 1.3771 2.2835
H 7.7260 3.7788 1.5331
H 8.6449 2.3194 1.2739
H 8.9884 3.2071 2.7222
C 4.0070 -5.3829 1.3421
N 3.6943 -6.5229 0.5408
O 2.5744 -7.0269 0.6767
O 4.5443 -7.0224 -0.1173
H 4.4532 -4.7032 0.6161
H 4.7743 -5.7833 2.0046
H 3.1177 -4.9844 1.8304
C 1.2670 4.1525 -6.2151
N 2.6228 3.8642 -5.7140
O 2.7279 3.0005 -4.7945
O 3.4858 4.5743 -6.1622
H 1.1730 3.6088 -7.1552
H 1.1674 5.2278 -6.3629
H 0.5541 3.6573 -5.5558
O -4.5319 2.9414 -2.4125
S -5.7573 3.2042 -1.6003
O -5.8051 4.3323 -0.6761
O -7.0879 3.2052 -2.6304
C -8.1726 2.4669 -2.0815
C -7.7181 1.7507 -0.8522
O -6.3042 1.7993 -0.9227
H -8.9732 3.1291 -1.7517
H -8.6369 1.8904 -2.8816
H -8.1029 0.7318 -0.8084
H -8.0235 2.2800 0.0504
O 4.4686 5.0701 0.5217
S 3.8749 5.9149 1.5933
O 2.5665 5.4444 2.1031
O 4.9835 6.0438 2.8957
C 5.4298 7.3355 3.3012
C 4.6663 8.2446 2.2914
O 4.0003 7.5471 1.2574
H 5.3431 7.4676 4.3797
H 6.5171 7.3147 3.2268
H 5.4759 8.8280 1.8529
H 4.0218 8.8450 2.9335
O -8.6300 -6.1211 0.4626
S -7.4512 -5.5400 1.0946
O -7.2532 -5.5989 2.5724
O -6.0042 -6.0923 0.5079
C -5.0938 -5.0280 0.1546
C -5.7839 -3.6245 0.4314
O -7.1678 -3.9712 0.5304
H -4.3526 -5.0434 0.9536
H -4.6249 -5.0939 -0.8272
H -5.5908 -2.8515 -0.3125
H -5.6195 -3.3207 1.4652
O 1.9728 -3.0192 -6.3934
S 3.3531 -3.3537 -6.7275
O 3.4963 -4.1771 -7.9289
O 4.3214 -2.0198 -6.7740
C 5.2012 -1.9700 -5.6355
C 5.2372 -3.4258 -5.0290
O 4.1055 -4.1034 -5.4425
H 6.1921 -1.6507 -5.9584
H 4.8405 -1.3380 -4.8239
H 5.3065 -3.3994 -3.9415
H 6.1385 -3.8953 -5.4231
O -4.6436 0.8453 7.1863
S -4.4929 0.7090 5.6944
O -5.7382 0.3108 5.0054
O -3.8549 2.1984 5.1469
C -2.7547 2.0804 4.3278
C -2.0640 0.8253 4.8723
O -3.1286 -0.1096 5.0930
H -3.1717 1.8789 3.3411
H -2.1667 2.9980 4.3058
H -1.4898 1.0259 5.7768
H -1.3907 0.4433 4.1050
O -0.4397 -1.9631 1.1315
S -0.1024 -1.4494 -0.2040
O -0.5956 -2.2400 -1.3034
O -0.6972 0.0909 -0.2312
C 0.2380 1.0428 -0.5722
C 1.5694 0.4422 -0.2745
O 1.4347 -0.9865 -0.3244
H 0.2163 1.3920 -1.6046
H -0.0618 1.8311 0.1182
H 1.9086 0.7108 0.7260
H 2.3396 0.7096 -0.9979
C -5.7186 -2.1390 -5.6557
C -5.1193 -1.1449 -4.9070
C -3.8488 -1.5625 -4.4675
N -3.6225 -2.7988 -5.0760
C -4.7559 -3.1561 -5.8189
H -6.7297 -2.1372 -6.0352
H -5.5704 -0.1889 -4.6858
H -3.0915 -1.0368 -3.9049
H -2.8144 -3.3542 -4.8337
H -4.8941 -4.0713 -6.3753
C 3.0569 -0.6620 6.5752
C 2.8618 -1.4207 5.4020
C 2.3025 -2.5772 5.9366
N 2.1283 -2.5271 7.3071
C 2.5996 -1.3110 7.7184
H 3.5118 0.3169 6.5405
H 3.0793 -1.2296 4.3615
H 2.0558 -3.4747 5.3887
H 1.6718 -3.1794 7.9286
H 2.6225 -0.9864 8.7482
*
```

Mulliken population analysis, charges in e, atoms 1 to 6:
1 C -0.72
2 N 0.81
3 O -0.49
4 O -0.48
5 H 0.25
6 H 0.30

ORCA calculation (ωB97M-V with the def2-TZVPD basis set) on a structure of composition C23H43N7SYb in a non-equilibrium geometry.

Summary:
Energy above the lowest of the compared OMol25 structures with the same formula, charge and spin = 0.110 eV
Gap between HOMO and LUMO (alpha / beta) = 7.959 / 6.186 eV
E_HOMO (alpha / beta) = -16.58 / -16.58 eV

```
! wB97M-V def2-TZVPD RIJCOSX def2/J DEFGRID3
* xyz 3 2
Yb -0.4963 -0.1992 0.4723
C -0.8934 -2.7049 2.4017
C -1.7269 -1.5011 2.9772
N -1.1291 -0.1938 2.6349
C 0.0453 0.2330 3.4664
C 0.6251 1.5396 2.9426
N 1.1885 1.4133 1.5978
C 2.6698 1.3179 1.6026
C 3.2163 -0.0422 2.1357
C 3.0094 -1.3118 1.2578
N 1.8185 -1.4387 0.4445
C 1.5903 -2.8058 -0.0053
C 0.3075 -3.0980 -0.8260
N -0.8872 -2.5477 -0.1592
C -1.4017 -3.3152 1.0569
H -0.9240 -3.5319 3.1580
H 0.1635 -2.4149 2.3556
H -1.8451 -1.6682 4.0249
H -2.7367 -1.4923 2.5728
H -1.9048 0.4733 2.6901
H 0.8002 -0.5580 3.3381
H -0.1848 0.3430 4.5513
H 1.4046 1.8194 3.6701
H -0.1185 2.3414 2.9706
H 0.8850 2.2457 1.0923
H 3.0557 2.1452 2.3109
H 3.0266 1.4886 0.5374
H 2.8343 -0.3158 3.1278
H 4.3439 0.0563 2.2050
H 3.0277 -2.1756 1.9531
H 3.8993 -1.4948 0.6449
H 1.9154 -0.8249 -0.3814
H 1.5753 -3.4712 0.8808
H 2.4337 -3.1283 -0.6834
H 0.2208 -4.1949 -0.9991
H 0.3487 -2.6219 -1.7810
H -1.6640 -2.5709 -0.8372
H -1.1178 -4.3861 1.0054
H -2.4814 -3.2434 1.0129
C 0.1554 -0.3726 -3.7063
C 1.0832 0.6168 -3.0531
C 0.5625 1.7244 -2.3958
C 1.4400 2.6995 -1.8462
C 1.0043 4.0259 -1.2704
C 2.8207 2.4578 -1.8838
C 3.3793 1.3350 -2.5557
C 4.8358 1.1664 -2.7663
C 2.5091 0.4339 -3.1378
H -0.9067 -0.0984 -3.5779
H 0.3041 -1.3795 -3.3008
H 0.3973 -0.4077 -4.7581
H -0.4954 2.0358 -2.4891
H 0.7817 3.9625 -0.2127
H 0.1055 4.3839 -1.7878
H 1.8002 4.7782 -1.4143
H 3.4879 3.1718 -1.4068
H 4.9844 0.5290 -3.6350
H 5.3293 0.7653 -1.8906
H 5.3194 2.1607 -2.9011
H 2.8810 -0.5030 -3.5678
C -6.4106 -0.8768 -1.0098
C -5.2318 -1.0509 -0.0321
C -4.3037 0.1234 -0.0595
N -3.0234 -0.0888 0.0336
N -2.2609 1.0741 -0.2034
C -3.0006 2.0672 -0.6043
N -2.4770 3.2402 -1.0356
S -4.7345 1.7692 -0.5084
H -7.0582 -1.7730 -1.0363
H -6.0057 -0.5657 -1.9944
H -7.0426 -0.0450 -0.5785
H -4.6434 -1.9906 -0.2707
H -5.5966 -1.1091 1.0304
H -1.7275 3.5859 -0.4302
H -3.1561 3.9885 -1.1631
*
```

Mulliken population analysis, charges in e, atoms 1 to 6:
1 Yb 1.37
2 C -0.36
3 C -0.79
4 N -0.33
5 C -0.48
6 C -0.93

ORCA calculation (ωB97M-V with the def2-TZVPD basis set) on a structure of composition C23H44F9N4O7P2SSbSe4Ti in a non-equilibrium geometry.

Summary:
Energy above the lowest of the compared OMol25 structures with the same formula, charge and spin = 0.180 eV
Gap between HOMO and LUMO = 5.586 eV
E_HOMO = -1.95 eV

```
! wB97M-V def2-TZVPD RIJCOSX def2/J DEFGRID3
* xyz -2 1
Ti 0.5654 -0.4088 -1.4348
C -3.1069 3.3912 -2.8726
C -2.2046 3.3325 -1.6472
C -2.1156 4.7074 -0.9946
O -2.7051 2.3909 -0.7038
P -1.8347 0.9657 -0.1464
O -0.7345 -0.2185 -0.0317
C -0.4583 2.1694 0.3517
P 0.9531 1.3633 1.0931
O 1.7685 0.5103 0.1823
O 1.7864 2.6404 1.5982
C 3.1338 2.4617 2.0999
C 4.1263 2.4077 0.9539
C 3.4049 3.6288 3.0283
O 0.6415 0.5383 2.4032
C -0.3044 0.8914 3.4315
C 0.4401 1.5437 4.5812
C -0.9927 -0.3964 3.8292
O -2.5604 0.8724 1.3011
C -3.9787 1.0125 1.4604
C -4.4684 -0.1805 2.2588
C -4.2534 2.3391 2.1453
H -2.7659 4.1790 -3.5484
H -4.1367 3.6136 -2.5748
H -3.0732 2.4463 -3.4132
H -1.2174 3.0227 -1.9990
H -3.1181 5.0656 -0.7432
H -1.6529 5.4238 -1.6775
H -1.5234 4.6781 -0.0806
H -0.8649 2.9436 1.0023
H -0.0182 2.6633 -0.5168
H 3.1643 1.5232 2.6632
H 4.0979 3.3449 0.3960
H 3.8954 1.5906 0.2742
H 5.1344 2.2678 1.3510
H 3.4191 4.5592 2.4574
H 4.3750 3.5040 3.5123
H 2.6383 3.7094 3.7986
H -1.0376 1.5828 3.0122
H 1.2283 0.8770 4.9368
H -0.2467 1.7412 5.4070
H 0.8900 2.4866 4.2716
H -0.2669 -1.0814 4.2730
H -1.4286 -0.8683 2.9509
H -1.7799 -0.1936 4.5587
H -4.4546 0.9960 0.4807
H -4.0286 -0.1802 3.2591
H -4.1796 -1.0980 1.7464
H -5.5565 -0.1511 2.3559
H -3.7191 2.3820 3.0988
H -5.3215 2.4554 2.3446
H -3.9177 3.1610 1.5129
N -2.0277 -2.4124 -1.0033
N -3.0296 -1.4597 -0.8182
C -2.7919 -0.1075 -1.3405
N -4.1103 0.3518 -1.7451
S -1.5620 0.0337 -2.7203
H -2.0893 -2.9401 -1.8602
H -1.8829 -2.9777 -0.1824
H -3.9313 -1.7528 -1.1726
H -4.1109 1.3618 -1.7436
H -4.2619 0.0492 -2.7037
Se 3.9944 -8.1304 -3.1457
Sb 3.2711 -5.8228 -3.3086
Se 0.7458 -2.3150 -2.9928
Se 2.4563 -2.1036 -1.4614
Se 4.5016 -4.6417 -4.9846
C 2.6868 -5.5784 0.9441
C 1.3819 -6.3758 1.0373
C 1.4963 -7.4635 2.1158
C 1.0491 -7.0176 -0.3172
C 0.2760 -5.4882 1.4458
N -0.6315 -4.8657 1.7760
H 3.5065 -6.2703 0.7443
H 2.8857 -5.0407 1.8730
H 2.6369 -4.8493 0.1348
H 2.2816 -8.1638 1.8253
H 0.5596 -8.0128 2.2178
H 1.7544 -7.0311 3.0841
H 0.2567 -7.7595 -0.1963
H 1.9342 -7.5134 -0.7207
H 0.7269 -6.2725 -1.0443
F 1.0633 3.6988 -2.3158
C 2.1655 3.2093 -2.8978
F 2.4794 4.0476 -3.8979
F 3.1453 3.2907 -1.9908
C 1.9458 1.7319 -3.3672
O 1.2984 1.0649 -2.4042
C 1.1051 1.7555 -4.6871
F 0.6265 0.5579 -4.9730
F 0.0632 2.5994 -4.5577
F 1.8208 2.1785 -5.7484
C 3.3444 1.0925 -3.6564
F 3.2201 -0.0232 -4.3598
F 3.9761 0.8196 -2.5195
F 4.1373 1.9389 -4.3585
*
```

Mulliken population analysis, charges in e, atoms 1 to 6:
1 Ti 1.09
2 C -1.93
3 C 2.27
4 C -1.62
5 O -0.49
6 P 1.11

ORCA calculation (ωB97M-V with the def2-TZVPD basis set) on a cluster of 4 separate species, C23H44FNO7S in total in a non-equilibrium geometry.

Summary:
Gap between HOMO and LUMO = 8.685 eV
E_HOMO = -10.88 eV
SMILES = O=NOCC1=C(S(=O)(=O)F)C(=O)OC1=O.CCCCCC.CCCCCC.CCCCCC

```
! wB97M-V def2-TZVPD RIJCOSX def2/J DEFGRID3
* xyz 0 1
O 0.2120 6.1248 2.5764
N 0.0790 5.0354 2.9358
O -0.0541 4.0965 1.8274
C 1.0682 4.0142 0.9582
C 2.3241 3.5138 1.6198
C 2.9089 2.3181 1.4777
S 2.2734 1.0188 0.4830
O 0.9365 0.7604 0.8773
O 2.5599 1.2849 -0.8811
F 3.1934 -0.1176 0.9526
C 4.1663 2.2695 2.2746
O 4.9283 1.3821 2.4204
O 4.3025 3.5033 2.8590
C 3.2046 4.2819 2.5628
O 3.0437 5.3600 3.0207
H 1.2479 4.9538 0.4304
H 0.7816 3.2801 0.2107
C 1.4879 -5.7478 -1.1306
C 1.1579 -4.9332 -2.3785
C 2.0702 -3.7233 -2.5714
C 1.9987 -2.6803 -1.4553
C 0.6056 -2.1049 -1.2005
C 0.0305 -1.3574 -2.3999
H 1.3715 -5.1580 -0.2204
H 0.8278 -6.6124 -1.0460
H 2.5154 -6.1154 -1.1681
H 0.1115 -4.6173 -2.3429
H 1.2513 -5.5805 -3.2546
H 1.8334 -3.2501 -3.5284
H 3.1048 -4.0697 -2.6589
H 2.6801 -1.8602 -1.7061
H 2.3796 -3.1126 -0.5252
H 0.6603 -1.4206 -0.3549
H -0.0828 -2.8993 -0.8986
H 0.6825 -0.5300 -2.6877
H -0.9507 -0.9434 -2.1637
H -0.0899 -2.0112 -3.2652
C -2.1592 -6.9518 -8.5716
C -2.5235 -7.7284 -7.3092
C -2.5171 -6.8712 -6.0444
C -1.1623 -6.2555 -5.6904
C -0.0279 -7.2619 -5.5045
C -0.2672 -8.2390 -4.3569
H -1.1515 -6.5380 -8.5146
H -2.1982 -7.5980 -9.4494
H -2.8552 -6.1262 -8.7332
H -1.8426 -8.5759 -7.1927
H -3.5217 -8.1560 -7.4323
H -2.8747 -7.4745 -5.2055
H -3.2452 -6.0623 -6.1607
H -1.2754 -5.6768 -4.7678
H -0.8744 -5.5352 -6.4611
H 0.8955 -6.7096 -5.3111
H 0.1417 -7.8186 -6.4301
H -0.3923 -7.7035 -3.4129
H 0.5797 -8.9180 -4.2477
H -1.1569 -8.8483 -4.5212
C -1.6002 5.6893 6.1047
C -1.5199 7.0928 5.5102
C -0.5631 8.0175 6.2605
C -0.9418 8.2914 7.7171
C -2.3313 8.8948 7.9169
C -2.5024 10.2598 7.2564
H -1.9715 5.7032 7.1303
H -2.2739 5.0597 5.5215
H -0.6162 5.2158 6.1049
H -2.5192 7.5357 5.4718
H -1.1838 7.0157 4.4762
H -0.4868 8.9640 5.7183
H 0.4406 7.5811 6.2388
H -0.1965 8.9683 8.1464
H -0.8716 7.3653 8.2942
H -2.5141 8.9946 8.9899
H -3.0962 8.2090 7.5426
H -1.7753 10.9738 7.6483
H -3.4992 10.6605 7.4447
H -2.3712 10.2044 6.1749
*
```

Mulliken population analysis, charges in e, atoms 1 to 6:
1 O -0.23
2 N 0.29
3 O -0.28
4 C -0.80
5 C 0.29
6 C 0.38